[1]
{
  "formula": "C5H10O2",
  "method": "ωB97M-V/def2-TZVPD",
  "homo_energy_ev": -9.47,
  "total_energy_ha": -346.9018,
  "smiles": "O[C@H]1[C@H]2CCO[C@@H]12.[H][H]",
  "orbital_gap_ha": 0.38461,
  "molar_mass_g_mol": 102.1,
  "max_force_ev_per_a": 0.3,
  "symbols": ["H", "H", "H", "C", "C", "H", "C", "H", "H", "H", "H", "C", "H", "O", "H", "C", "O"],
  "xyz": [[1.8492, -1.2229, 0.0644], [-0.2489, -1.0808, 1.4589], [1.9009, 1.1530, -1.0767], [-0.0242, -0.2709, 0.7715], [1.2527, -0.3154, -0.0323], [0.2330, -3.4553, -0.2691], [-0.6092, 1.1182, 1.0098], [0.1932, 1.8532, 1.1274], [-0.3690, -1.3763, -1.2171], [-1.4835, 2.4118, -0.5766], [-1.2544, 1.1524, 1.8918], [-1.3713, 1.3614, -0.2957], [0.9514, -3.3272, -0.4094], [2.0100, 0.8414, -0.1698], [-2.3680, 0.8952, -0.2515], [-0.0754, -0.4544, -0.7220], [-0.5865, 0.7168, -1.3035]],
  "atomic_forces_ev_per_a": [[-0.106, 0.169, -0.014], [0.054, 0.124, -0.124], [-0.022, 0.079, 0.089], [-0.050, -0.042, 0.154], [-0.012, -0.292, 0.090], [0.068, -0.037, 0.004], [0.009, 0.053, 0.019], [-0.134, -0.082, 0.025], [0.077, 0.156, 0.095], [0.063, -0.127, 0.048], [0.068, -0.045, -0.147], [-0.117, 0.190, 0.118], [-0.061, -0.064, 0.013], [-0.001, 0.081, -0.217], [0.140, 0.068, -0.039], [0.002, -0.213, -0.081], [0.023, -0.017, -0.032]],
  "lowdin_charge": [0.12, 0.13, 0.11, -0.16, -0.28, 0.05, -0.11, 0.11, 0.12, 0.12, 0.11, -0.17, 0.04, 0.01, 0.12, -0.25, -0.09]
}

***

[2]
{
  "formula": "C2ClF2O2",
  "method": "ωB97M-V/def2-TZVPD",
  "homo_energy_ev": -3.80,
  "total_energy_ha": -886.6517,
  "orbital_gap_ha": 0.28141,
  "molar_mass_g_mol": 129.5,
  "total_charge": -1,
  "max_force_ev_per_a": 6.9,
  "symbols": ["F", "Cl", "F", "O", "C", "O", "C"],
  "xyz": [[-0.7935, 1.3453, 0.7741], [0.1690, -1.1433, 1.1608], [-2.3666, 0.1242, 1.2809], [0.0186, -0.7001, -1.7395], [0.9357, -0.5332, -1.1256], [2.0436, -0.2762, -0.7926], [-1.1246, 0.5054, 1.7177]],
  "atomic_forces_ev_per_a": [[0.855, 1.371, -1.382], [-0.290, -0.695, 0.470], [-0.163, -0.593, 0.019], [-4.900, -0.918, -2.938], [6.220, 1.336, 2.599], [-0.917, -0.181, -0.359], [-0.805, -0.320, 1.592]],
  "lowdin_charge": [-0.08, 0.22, -0.13, 0.16, -0.70, 0.06, -0.53]
}

***

[3]
{
  "formula": "C5H11N",
  "method": "ωB97M-V/def2-TZVPD",
  "homo_energy_ev": -9.50,
  "total_energy_ha": -251.7159,
  "smiles": "C1=NC1.[H][H].C=CC",
  "orbital_gap_ha": 0.39472,
  "molar_mass_g_mol": 85.1,
  "max_force_ev_per_a": 0.5,
  "symbols": ["H", "H", "H", "C", "H", "N", "H", "H", "C", "H", "C", "H", "H", "H", "H", "C", "C"],
  "xyz": [[-2.1720, -0.7319, 0.9251], [1.5868, 0.3110, 1.3156], [0.4745, -2.2605, 1.2647], [-1.5521, 0.6661, -1.3816], [-0.7057, 0.8754, -2.0424], [1.6191, 0.2502, -0.9136], [3.2523, 0.5854, 0.5645], [-1.8630, -0.3735, -1.5338], [1.9811, -0.8755, -0.5009], [-1.2707, 0.3784, 2.1009], [-1.1773, 0.9147, 0.0508], [-0.5607, 1.7938, 0.2411], [1.9815, -1.9088, -0.8251], [-2.3839, 1.3160, -1.6820], [-0.0207, -1.7140, 1.1555], [-1.5541, 0.1526, 1.0756], [2.2534, 0.1636, 0.4652]],
  "atomic_forces_ev_per_a": [[0.090, 0.128, -0.006], [0.087, -0.036, -0.155], [-0.063, -0.029, 0.048], [-0.022, -0.028, -0.047], [-0.140, -0.045, 0.110], [0.153, -0.506, 0.011], [-0.133, -0.091, -0.011], [0.002, 0.165, 0.037], [-0.108, 0.363, -0.278], [-0.038, 0.023, -0.166], [-0.103, -0.090, 0.191], [-0.108, -0.126, -0.008], [0.017, 0.153, 0.021], [0.137, -0.068, 0.034], [0.092, -0.130, 0.020], [-0.010, 0.163, -0.139], [0.147, 0.155, 0.338]],
  "lowdin_charge": [0.06, 0.06, 0.07, -0.12, 0.05, 0.11, 0.08, 0.07, -0.20, 0.05, -0.27, 0.09, 0.10, 0.07, 0.03, -0.08, -0.17]
}

***

[4]
{
  "formula": "C6H12N3",
  "method": "ωB97M-V/def2-TZVPD",
  "homo_energy_ev": -14.74,
  "total_energy_ha": -399.6814,
  "smiles": "CCC[N+]1=N[C@H]2CN2C1",
  "orbital_gap_ha": 0.33272,
  "molar_mass_g_mol": 126.2,
  "total_charge": 1,
  "max_force_ev_per_a": 3.0,
  "symbols": ["C", "H", "C", "H", "H", "H", "C", "C", "H", "H", "C", "H", "N", "H", "N", "H", "C", "H", "N", "H", "H"],
  "xyz": [[-0.8531, 0.3470, 0.0841], [-3.8145, 1.6205, -1.1687], [-1.6410, 0.9406, -1.0924], [-1.0343, 1.7349, -1.6121], [2.6766, -0.3257, 1.7868], [-2.8523, 2.2632, 0.2033], [0.6576, -1.5217, 0.5419], [2.6030, -0.3218, -0.3959], [3.9890, -1.2953, 1.1232], [-1.9874, 0.2125, -1.9582], [3.0227, -0.8228, 0.9386], [0.1277, -2.2061, -0.0963], [1.4564, 0.3561, -0.5062], [-0.7117, 1.1331, 0.7772], [2.0871, -1.7739, 0.4374], [-3.3165, 0.6452, 0.1665], [-2.9121, 1.4333, -0.4728], [3.2966, -0.2549, -1.1747], [0.4865, -0.1427, 0.0556], [0.2144, -1.6811, 1.6304], [-1.4948, -0.3405, 0.7320]],
  "atomic_forces_ev_per_a": [[-1.935, 0.400, 1.364], [1.868, -0.084, 0.657], [0.384, -0.738, -2.750], [-0.632, -0.675, 0.645], [-0.349, 1.488, 1.340], [0.450, 0.754, 0.085], [1.542, -0.091, 2.445], [0.153, -2.563, 1.645], [0.047, 0.497, -0.689], [1.224, 0.936, 1.930], [-0.822, -1.268, 0.887], [-0.385, -0.077, -0.494], [-1.064, 1.850, -0.238], [-0.407, 1.537, 0.788], [0.385, 0.111, -1.834], [-0.016, -0.242, 0.008], [-2.833, -0.149, -0.356], [0.722, -0.228, -1.216], [-0.491, -2.392, -0.855], [1.138, 0.634, -2.010], [1.022, 0.299, -1.349]],
  "lowdin_charge": [-0.15, 0.12, -0.22, 0.13, 0.11, 0.07, -0.09, -0.07, 0.15, 0.16, -0.11, 0.14, 0.22, 0.13, 0.06, 0.07, -0.14, 0.14, -0.08, 0.20, 0.16]
}